[1]
16
Properties=species:S:1:pos:R:3:forces:R:3:nbo_charge:R:1 method="wB97M-V/def2-TZVPD" fmax_ev_per_a=8.3 relative_energy_kcal_mol=146.5
C -1.19952 -0.20243 0.21592 -3.8 -6.5 0.8 0.487
C 0.49677 0.10646 -0.84837 3.8 -0.9 -0.1 0.557
H -1.52253 1.84295 1.68572 2.6 -1.0 0.9 0.352
H 0.19943 1.54634 1.50667 -0.7 1.2 0.5 0.355
H -1.24346 -0.71855 2.15459 -0.7 -0.3 0.8 0.401
H -1.47231 -1.28089 -1.20656 -2.6 -1.5 3.1 0.330
H 0.89107 0.73629 -2.63973 0.1 0.4 -0.3 0.372
H 1.70179 -0.93169 -2.69691 -1.2 4.1 3.3 0.357
H 2.42570 -0.62982 -0.20249 -4.5 0.3 1.6 0.431
H 0.96075 -0.52646 1.10576 0.7 -0.5 -0.6 0.431
N -0.62464 1.35039 2.09794 -1.6 -1.5 -1.9 -0.635
N -0.70403 -0.09350 1.60290 -1.5 2.9 -2.4 -0.527
N -1.88438 -1.43630 -0.09813 4.8 6.4 -2.1 -0.676
N -0.75099 0.54417 -0.91713 3.0 -1.3 2.8 -0.568
N 1.41976 0.29554 -1.89603 0.2 -3.0 -4.2 -0.796
N 1.30659 -0.60249 0.13586 1.5 1.2 -2.3 -0.871

***

[2]
200
Properties=species:S:1:pos:R:3:forces:R:3:mulliken_charge:R:1 method="wB97M-V/def2-TZVPD" fmax_ev_per_a=4.6 energy_ha=-5172.6375 total_charge=+4
C -1.68512 -0.21441 -3.72277 -1.4 -0.2 0.5 -0.743
N -3.10355 0.37398 -3.40005 -0.6 0.9 -0.5 -0.046
C -4.05820 -0.72614 -2.84687 1.8 0.7 1.0 -0.697
C -2.83140 1.45843 -2.26471 -1.0 -1.9 -0.4 -0.748
C -3.79453 0.97219 -4.64636 1.0 0.6 -0.1 -1.320
C -4.95276 1.96393 -4.44689 0.2 -0.1 0.7 0.155
O -4.43700 3.24139 -4.12540 0.8 -0.4 0.0 0.144
H -1.75394 -1.03865 -4.43270 -0.2 0.3 -0.2 0.361
H -1.33651 -0.64441 -2.78379 0.1 0.2 0.0 0.420
H -1.00485 0.56707 -4.06132 -0.4 0.0 0.0 0.309
H -5.01798 -0.34770 -2.49513 0.4 0.6 0.1 0.207
H -3.38017 -0.99170 -2.03580 -1.0 -1.0 0.5 0.442
H -4.31358 -1.57941 -3.47522 0.8 0.3 -0.6 0.331
H -2.16677 2.25702 -2.59425 -0.3 -0.2 -0.3 0.184
H -2.39923 0.88557 -1.44425 0.3 0.1 -0.2 0.487
H -3.79594 1.78361 -1.87481 0.1 0.4 -0.5 0.345
H -4.05930 0.13830 -5.29645 -0.2 -0.1 0.3 0.434
H -3.01133 1.52051 -5.16986 0.0 0.1 -0.1 0.414
H -5.62579 1.66285 -3.64409 -0.2 -0.4 0.1 0.000
H -5.55829 2.01541 -5.35175 0.2 -0.2 -0.3 0.387
H -5.17174 3.84281 -3.98383 -0.3 0.2 -0.1 -0.221
C -8.99868 6.62362 -0.19170 -0.1 1.4 -0.7 -0.763
N -9.41694 8.07514 0.06585 0.9 0.3 -1.3 0.361
C -8.27339 8.92880 -0.60833 -0.4 0.1 0.6 -1.041
C -10.70447 8.40322 -0.74637 0.9 -0.8 1.5 -0.909
C -9.64220 8.31094 1.57207 1.3 1.2 -0.8 -0.528
C -8.40612 8.01004 2.49005 -1.1 0.1 -0.2 -0.667
O -7.24598 8.83297 2.30583 -0.6 -0.4 -1.0 -0.456
H -8.82037 6.61798 -1.26700 0.3 -0.4 0.1 0.018
H -9.77491 5.88816 0.01966 -0.1 0.3 0.5 0.358
H -8.06789 6.48126 0.35735 -0.2 -0.4 -0.2 0.213
H -8.36422 9.99955 -0.42570 -0.5 -0.1 0.5 0.505
H -8.33618 8.84715 -1.69345 -0.2 -0.5 0.1 0.387
H -7.29288 8.61278 -0.25219 -0.3 -0.2 0.1 0.234
H -10.55251 8.19086 -1.80462 0.2 0.1 0.2 0.207
H -10.95037 9.45150 -0.57687 -0.1 -0.1 -0.1 0.439
H -11.39026 7.69383 -0.28316 -0.6 0.4 -0.4 0.438
H -10.51765 7.72798 1.85818 0.3 -0.3 0.1 0.432
H -9.93886 9.35552 1.66667 0.1 0.1 -0.1 0.482
H -8.19845 6.94979 2.34571 0.5 0.0 0.3 0.280
H -8.81008 8.15412 3.49212 0.1 -0.2 0.1 0.507
H -6.80282 9.02273 3.13601 -0.4 -0.1 0.3 0.330
C -4.14479 6.17364 0.29488 0.9 1.0 1.3 -0.928
C -2.76250 6.90334 0.59334 -1.2 -0.7 -0.8 -0.752
N -2.85100 8.38242 0.40078 0.3 3.3 0.6 0.449
C -3.82261 9.24742 1.01973 1.5 1.2 -1.5 -0.563
C -3.54228 10.59407 0.64137 0.6 -3.1 0.5 -0.507
N -2.39657 10.56031 -0.13866 0.4 -4.4 1.1 0.299
C -1.94380 9.22355 -0.20523 -2.7 0.7 0.7 -0.438
C -1.65728 11.61642 -0.77343 1.0 0.1 -0.2 -0.814
H -4.69094 6.38730 -0.62391 0.7 0.0 -0.3 0.225
H -4.81739 6.48599 1.09373 -0.2 -0.1 0.1 0.391
H -3.95841 5.11282 0.46222 -0.1 0.0 -0.3 0.457
H -1.97387 6.46338 -0.01707 0.0 0.6 -0.4 0.390
H -2.45141 6.62977 1.60154 -0.2 0.6 0.2 0.313
H -4.56606 8.85309 1.69662 -0.1 0.1 -0.3 0.527
H -3.95347 11.52471 1.00365 -0.2 -0.1 -0.2 0.517
H -1.03940 8.85759 -0.66840 -0.1 0.3 -0.2 0.438
H -0.60737 11.32370 -0.76359 0.0 0.0 0.0 0.387
H -1.68675 12.53299 -0.18428 -0.5 0.1 -0.4 0.352
H -1.95278 11.65976 -1.82172 -0.2 0.7 0.2 0.244
C -6.79167 9.80294 -11.71402 -0.2 -0.3 -0.4 -0.972
C -8.10253 9.95338 -10.91030 1.4 -0.7 0.1 -0.569
N -7.83933 9.57474 -9.50198 1.1 1.2 3.2 0.231
C -8.02384 8.31707 -8.88289 -1.1 1.3 -1.3 -0.979
C -8.02545 8.48660 -7.53605 1.1 1.5 0.4 -0.620
N -7.62761 9.80242 -7.29207 0.6 1.5 -3.0 0.479
C -7.46859 10.48636 -8.51571 -2.0 -4.0 0.7 -0.196
C -7.32340 10.42196 -6.00656 -0.8 -0.7 1.3 0.061
H -6.36516 8.79985 -11.71631 -0.5 -0.4 0.3 0.240
H -5.95896 10.40077 -11.34348 -0.4 0.5 -0.1 0.322
H -6.98542 9.98167 -12.77166 0.1 0.5 0.1 0.420
H -8.87542 9.27577 -11.27307 0.0 0.2 0.0 0.337
H -8.48732 10.97284 -10.88325 0.1 -0.1 -0.2 0.365
H -8.30203 7.52278 -9.55974 -0.1 -0.2 0.5 0.593
H -8.20186 7.91047 -6.63975 0.0 -0.5 -0.5 0.857
H -7.24809 11.53338 -8.66244 -0.1 -0.1 0.1 0.466
H -7.96881 11.27622 -5.80221 0.5 0.5 -0.5 0.522
H -6.25404 10.49754 -5.80944 -0.1 0.6 -0.5 -0.101
H -7.64723 9.78808 -5.18108 -0.2 -0.6 -0.3 -0.437
C -8.05989 3.79414 -7.56602 0.5 -0.4 0.3 -0.873
C -9.55684 3.62455 -7.36425 0.8 1.7 -1.1 -0.602
C -10.06978 2.49281 -6.57150 0.5 -1.1 0.2 -1.076
C -9.55705 2.48749 -5.10170 -0.5 0.8 -0.3 0.538
P -10.84891 2.19581 -3.86584 0.3 -2.1 -1.2 0.543
C -11.78912 3.73563 -3.61141 -0.7 -0.3 -0.9 -0.415
C -12.46975 4.39389 -4.89781 0.6 0.1 1.3 -0.163
C -13.07413 5.78028 -4.60344 1.2 0.9 0.1 -1.177
C -12.13212 6.95075 -4.07916 -1.5 -1.8 0.0 -0.460
C -9.99982 1.66268 -2.36201 0.3 -0.9 -0.4 -1.497
C -9.06231 2.68682 -1.79537 -2.1 1.5 -0.2 1.196
C -8.05732 2.14469 -0.88119 1.4 -1.1 0.8 -1.147
C -6.99630 3.16554 -0.47465 -1.1 -1.1 0.4 -0.673
C -11.78727 0.69332 -4.53708 -0.9 1.2 1.6 -0.741
C -12.84118 0.22630 -3.47844 0.3 0.0 -0.2 -0.517
C -13.66136 -0.97707 -3.94230 1.3 -1.2 -0.6 -0.635
C -12.88149 -2.34029 -3.64054 -1.0 0.3 0.5 -1.225
H -7.56322 4.04484 -6.62871 0.1 -0.1 -0.1 -0.143
H -7.84854 4.60641 -8.26148 -0.2 0.1 0.1 0.332
H -7.56710 2.92382 -7.99935 -0.1 -0.3 0.0 0.422
H -9.98797 3.55432 -8.36291 -0.3 0.2 0.0 0.538
H -9.85989 4.56396 -6.90189 -0.5 0.2 -0.1 -0.036
H -9.68933 1.60045 -7.06855 -0.2 -0.4 0.2 0.587
H -11.14457 2.49315 -6.75292 -0.1 -0.2 0.7 0.465
H -9.19338 3.48144 -4.84110 0.2 0.2 -0.1 -1.083
H -8.69947 1.82191 -5.00351 -0.2 -0.2 0.3 0.941
H -11.08171 4.43019 -3.15836 0.1 0.1 0.0 -0.030
H -12.53094 3.46847 -2.85880 -0.2 0.2 0.1 0.864
H -13.30160 3.77810 -5.23978 0.3 -0.3 -0.2 0.395
H -11.68839 4.47716 -5.65321 -0.2 0.0 -0.2 -0.222
H -13.86170 5.68740 -3.85565 -0.2 -0.1 -0.2 0.413
H -13.48664 6.17575 -5.53163 -0.3 -0.4 0.0 0.483
H -11.14361 6.97256 -4.53793 -0.1 0.2 0.0 0.045
H -12.08716 6.76901 -3.00536 0.5 0.4 0.1 0.063
H -12.73699 7.84279 -4.24191 0.6 0.3 0.1 0.455
H -9.35038 0.82455 -2.61472 -0.3 -0.4 -0.7 0.466
H -10.67213 1.24296 -1.61374 -0.2 0.3 0.0 0.688
H -9.75381 3.30732 -1.22536 0.2 0.6 0.5 0.129
H -8.71351 3.39570 -2.54632 0.6 -0.3 -0.2 -0.841
H -7.54102 1.23207 -1.17896 0.0 -0.1 -1.1 0.348
H -8.54398 1.73802 0.00530 -0.2 0.3 0.3 0.522
H -7.57155 3.74193 0.24990 0.9 0.8 0.1 0.230
H -6.62223 3.71973 -1.33548 0.0 0.2 0.3 -0.116
H -6.24235 2.54973 0.01569 0.4 0.7 0.2 0.482
H -11.16658 -0.15728 -4.81873 0.5 0.4 0.0 0.453
H -12.29785 1.09605 -5.41185 -0.1 -0.3 -0.1 0.707
H -13.47258 1.07715 -3.22255 -0.2 0.0 0.0 0.393
H -12.35526 -0.11803 -2.56553 0.3 0.4 0.1 0.207
H -13.71379 -0.93083 -5.03006 -0.4 0.0 -0.1 0.284
H -14.68901 -0.92591 -3.58258 0.2 -0.3 0.3 0.391
H -12.48102 -2.43516 -2.63123 0.0 0.6 0.3 0.327
H -12.04328 -2.55946 -4.30195 -0.1 0.3 -0.3 0.316
H -13.52828 -3.21749 -3.65786 -0.3 0.2 -0.5 0.382
C -4.85575 10.70626 -2.60632 -1.7 -0.9 0.0 -1.510
C -3.99098 9.89446 -3.53369 1.9 0.7 -0.1 2.579
C -3.35681 10.77793 -4.68455 -1.6 -1.1 1.5 -1.497
C -2.07078 10.30727 -5.29034 0.1 -0.6 -0.9 -1.153
P -2.09564 8.84729 -6.42506 -1.1 -0.2 -1.5 1.388
C -1.34965 7.32855 -5.74429 0.2 0.7 -1.0 -1.678
C -2.01710 6.71942 -4.54462 1.4 0.0 1.2 0.794
C -1.22135 5.49034 -4.00301 -0.5 -1.0 -1.1 -0.762
C -0.95892 4.36161 -5.05144 -0.7 0.9 -0.2 -1.294
C -1.14836 9.42820 -7.92677 0.1 0.9 1.9 -1.038
C 0.25289 9.98136 -7.44368 -0.2 -0.6 -0.9 -0.632
C 0.78630 11.00477 -8.46357 1.8 0.1 -0.2 -0.581
C 2.22431 11.58910 -8.22379 -0.7 -0.7 1.0 -1.401
C -3.87233 8.41830 -6.86149 -0.1 -0.9 0.3 0.194
C -4.25595 7.14760 -7.75894 0.6 1.3 1.3 -0.138
C -4.24262 7.59789 -9.17263 0.5 0.2 -1.9 0.019
C -4.55232 6.53598 -10.23768 0.8 -0.2 1.4 -1.569
H -5.78742 10.91442 -3.13239 0.1 1.0 -0.1 0.501
H -4.42141 11.56115 -2.08804 0.1 0.1 -0.6 0.316
H -5.26769 10.06160 -1.82990 0.3 -0.3 0.3 0.174
H -4.49818 9.01886 -3.93888 -0.3 0.2 0.0 -1.280
H -3.20370 9.46927 -2.91121 0.6 -0.1 -0.1 -0.308
H -3.16264 11.78802 -4.32384 -0.2 0.0 0.1 0.723
H -4.17695 10.82093 -5.40123 0.3 0.4 -0.4 0.064
H -1.28792 10.13255 -4.55231 0.0 0.1 0.1 0.524
H -1.76050 11.12176 -5.94489 0.4 -0.1 0.0 0.795
H -0.31855 7.59991 -5.51777 0.2 0.0 0.1 0.693
H -1.26882 6.65778 -6.59965 -0.2 -0.1 -0.1 0.843
H -3.09650 6.58326 -4.61133 0.1 -0.3 -0.2 -0.154
H -1.79080 7.42106 -3.74175 -0.7 0.5 0.2 -0.187
H -1.82517 5.13157 -3.16948 0.1 -0.3 0.1 0.371
H -0.24743 5.77903 -3.60774 -0.1 0.4 0.1 0.465
H -0.30285 4.71445 -5.84717 0.5 -0.1 0.3 0.428
H -1.85928 4.13904 -5.62405 -0.4 -0.2 0.3 0.220
H -0.57329 3.42944 -4.63856 0.1 0.2 0.1 0.399
H -1.64077 10.34864 -8.24046 -0.7 -0.2 -0.3 0.396
H -1.16914 8.69465 -8.73273 0.3 0.1 0.1 0.755
H 0.89226 9.10179 -7.36837 0.5 0.2 0.1 0.450
H 0.17519 10.44173 -6.45873 0.0 -0.1 0.0 0.361
H 0.17080 11.90158 -8.53406 -0.6 -0.4 -0.2 0.364
H 0.88967 10.49617 -9.42208 -0.6 0.1 -0.2 0.343
H 2.22846 12.12137 -7.27259 0.1 0.3 0.0 0.347
H 2.53679 12.26684 -9.01823 -0.2 -0.1 0.0 0.392
H 2.96950 10.80135 -8.11313 0.0 -0.1 -0.2 0.352
H -4.35501 9.29016 -7.30304 0.2 0.2 0.1 0.830
H -4.35156 8.23351 -5.90009 0.0 0.3 0.3 -1.450
H -5.22367 6.75632 -7.44505 0.0 0.1 0.2 -0.005
H -3.51130 6.37460 -7.56903 0.0 -0.2 -0.2 0.456
H -3.24283 8.00700 -9.31803 0.2 0.1 -0.4 -0.042
H -4.91096 8.42338 -9.41751 -0.2 0.3 0.7 0.091
H -3.92489 5.67819 -9.99551 -0.1 -0.3 -0.2 0.491
H -4.26784 6.85619 -11.23999 -0.6 0.0 0.0 0.395
H -5.58997 6.25118 -10.06364 -0.1 -0.2 -0.7 0.244
P -10.74431 11.86507 -3.42686 0.2 2.0 -1.5 1.324
F -10.97415 11.99728 -1.85687 -0.8 -0.1 0.6 -0.376
F -9.45060 10.91863 -3.06558 0.5 -0.8 -0.6 -0.464
F -11.66658 10.55412 -3.51622 -0.6 -0.2 0.7 -0.296
F -10.55023 11.63984 -5.06177 1.3 0.2 0.6 -0.390
F -11.89965 12.93309 -3.81567 -0.1 -1.1 0.8 -0.339
F -9.71578 13.14169 -3.35352 0.1 -0.7 -0.6 -0.401
P -7.13400 6.13086 -4.06208 -0.2 1.7 1.5 1.499
F -6.84640 4.60498 -4.25275 0.5 -2.6 0.5 -0.075
F -7.36162 6.09953 -5.64629 -0.4 1.5 -0.6 -0.400
F -8.70946 5.86285 -3.79221 0.3 0.1 0.0 -0.373
F -7.35421 7.75134 -3.91716 -0.7 -1.0 0.1 -0.189
F -6.84341 5.87909 -2.41050 -0.4 0.9 -1.2 -0.358
F -5.58579 6.51862 -4.23280 0.9 -0.5 -0.3 -0.853

***

[3]
74
Properties=species:S:1:pos:R:3:forces:R:3:mulliken_charge:R:1 method="wB97M-V/def2-TZVPD" fmax_ev_per_a=5.4 relative_energy_kcal_mol=0.0 total_charge=+3
Pb 0.33168 1.13612 0.67688 -0.9 0.4 0.9 1.687
P -1.07566 1.54407 -1.85153 -2.3 2.3 -2.7 0.692
C 2.75185 1.99351 0.14059 4.8 1.4 -2.0 0.186
O 3.78436 2.27027 -0.29940 -4.4 -1.1 1.9 -0.112
P 1.06152 -1.55303 1.89975 1.3 -2.0 2.9 0.606
C -0.25492 3.09675 -2.33449 0.4 -0.6 0.5 0.432
C -2.75230 2.12191 -1.38069 0.4 -0.6 0.9 0.185
C -1.32569 0.62250 -3.39743 0.8 -0.7 0.3 0.354
C 1.82381 -3.03951 1.16895 0.4 0.2 -1.7 0.559
C 2.32463 -0.90480 3.05247 -0.9 0.4 -1.2 0.534
C -0.22603 -2.18340 3.01840 -0.9 0.7 -0.5 0.908
C 0.26194 3.27134 -3.62444 0.4 -0.1 -0.2 -0.290
C 1.04734 4.38295 -3.91401 -0.2 -0.1 -0.1 -0.690
C 1.34597 5.31591 -2.91651 -0.1 0.0 0.0 -0.524
C 0.82727 5.14722 -1.62600 -0.3 0.1 0.3 -0.853
C -0.00123 4.06622 -1.33934 0.5 -0.1 0.4 -0.508
H 0.04675 2.53100 -4.39320 0.1 0.3 0.1 0.438
H 1.41771 4.51897 -4.92925 -0.1 0.0 0.3 0.459
H 1.95310 6.19343 -3.15015 -0.1 -0.3 0.1 0.449
H 1.06216 5.86479 -0.83372 -0.2 -0.2 -0.4 0.477
H -0.42128 3.95531 -0.32787 0.1 0.1 -0.4 0.643
C -0.20946 -0.02713 -3.97444 -0.1 -0.4 -0.1 -0.252
C -0.37340 -0.82169 -5.10882 0.2 0.2 0.2 -0.794
C -1.64588 -0.97990 -5.67775 0.1 0.2 0.1 -0.517
C -2.74485 -0.30855 -5.13109 0.0 0.2 0.2 -0.695
C -2.59028 0.48477 -3.99463 -0.4 -0.2 0.2 -0.369
H 0.77467 0.07532 -3.50984 -0.2 -0.1 -0.2 0.472
H 0.49074 -1.32817 -5.54364 -0.3 0.2 0.1 0.447
H -1.77893 -1.62002 -6.55148 0.1 0.2 0.3 0.442
H -3.73500 -0.41578 -5.57968 0.4 0.1 0.1 0.443
H -3.45061 0.98776 -3.55245 0.2 -0.2 -0.2 0.439
C -3.24848 3.35372 -1.83422 0.2 0.3 0.1 0.091
C -4.48511 3.80911 -1.38156 0.3 -0.2 -0.2 -0.757
C -5.22297 3.04376 -0.47570 0.1 -0.1 -0.1 -0.500
C -4.74153 1.80447 -0.03927 0.2 -0.3 0.0 -0.698
C -3.50852 1.33444 -0.48345 0.1 0.3 -0.1 -0.434
H -2.64806 3.95508 -2.52318 -0.3 -0.2 0.2 0.517
H -4.85725 4.76594 -1.74439 0.0 -0.2 0.1 0.446
H -6.17854 3.41616 -0.11369 0.2 -0.1 0.0 0.439
H -5.32171 1.20213 0.65775 0.1 0.2 -0.2 0.444
H -3.10738 0.37263 -0.13878 -0.3 0.3 -0.1 0.532
C 1.93291 -0.18464 4.19837 0.1 0.7 0.4 -0.335
C 2.88289 0.52979 4.92368 -0.7 -0.2 0.2 -0.752
C 4.21868 0.55337 4.50795 0.2 -0.1 0.0 -0.386
C 4.60400 -0.12781 3.34257 0.0 -0.4 -0.6 -0.724
C 3.65825 -0.83942 2.60858 0.8 0.4 -0.1 -0.518
H 0.87990 -0.14587 4.48500 0.3 -0.1 0.0 0.439
H 2.57383 1.08337 5.81561 0.2 -0.2 -0.3 0.438
H 4.96849 1.10265 5.08448 -0.3 -0.1 -0.2 0.458
H 5.64054 -0.09961 2.99122 -0.4 0.0 0.2 0.458
H 3.93000 -1.31624 1.66141 0.1 0.0 0.4 0.462
C 2.32897 -2.96499 -0.15405 -0.1 -0.2 0.4 0.025
C 2.93326 -4.08238 -0.73152 0.0 -0.1 0.1 -0.778
C 3.02646 -5.28333 -0.01029 0.0 0.5 0.0 -0.516
C 2.53445 -5.35387 1.29658 0.0 0.2 -0.2 -0.730
C 1.92835 -4.24325 1.88201 -0.2 0.1 0.1 -0.434
H 2.23756 -2.03889 -0.73575 0.1 -0.4 0.2 0.363
H 3.34415 -4.01318 -1.74287 -0.2 -0.1 0.4 0.417
H 3.49707 -6.15476 -0.46252 -0.1 0.2 0.1 0.420
H 2.61130 -6.27841 1.86850 0.0 0.2 -0.2 0.440
H 1.53315 -4.32306 2.89098 0.1 -0.1 -0.3 0.355
C 0.08884 -2.81482 4.23344 0.1 0.2 0.3 -0.214
C -0.92966 -3.22363 5.09578 0.0 0.1 -0.3 -0.881
C -2.26477 -2.98299 4.75698 0.1 0.1 -0.1 -0.531
C -2.58589 -2.35862 3.54389 -0.1 0.0 0.0 -0.639
C -1.57960 -1.96619 2.66674 0.3 -0.1 0.3 -0.524
H 1.13126 -2.96778 4.52171 -0.3 0.1 -0.1 0.435
H -0.67106 -3.71621 6.03626 -0.1 0.2 -0.3 0.425
H -3.05573 -3.26583 5.45160 0.2 0.0 -0.2 0.428
H -3.62817 -2.15854 3.28535 0.3 -0.1 0.1 0.434
H -1.83805 -1.47322 1.72135 0.1 -0.2 0.3 0.309
H -0.65777 -2.79874 -2.19693 0.1 0.4 0.3 0.298
H -0.46623 -2.19770 -1.77536 -0.1 -0.4 -0.3 -0.331
F -0.20786 2.64924 2.00052 0.4 -0.8 -0.8 -0.641